[1]
Density functional theory data (the ωB97M-V functional and the def2-TZVPD basis) for 2 unconnected molecules or ions with the total composition C12H20N3 at a distorted geometry.

Geometry as XYZ:
```
35
Properties=species:S:1:pos:R:3:forces:R:3
C -2.420228 0.922890 -1.640253 -1.0 -0.5 -0.4
C -3.362996 0.400029 -0.751155 3.5 -0.9 -0.1
C -1.100575 0.634080 -1.591392 2.4 -1.4 2.3
C -1.608145 -0.800872 0.258421 0.1 -0.5 1.8
C -2.938865 -0.463105 0.264958 -1.0 1.2 -1.0
C -0.654834 -0.295876 -0.581309 1.1 1.1 -1.6
C -5.102271 -1.422629 0.919860 -0.5 0.2 -2.8
C -3.936161 -0.933101 1.225273 0.3 -0.2 -3.2
C 2.295544 3.175253 -0.786674 -0.2 -1.1 -1.3
C 1.901355 2.270695 0.358320 -0.8 -1.0 0.4
C 1.961985 0.038747 -0.847356 1.8 1.1 -1.0
C 0.800514 -0.742479 -0.403050 -2.9 0.5 0.3
N 3.257968 -2.647565 1.340210 1.8 0.5 2.1
N 0.977296 -1.769739 0.334071 -0.3 -1.2 0.9
N 2.330392 0.862022 0.303684 1.8 0.0 1.2
H -2.731325 1.418091 -2.522315 -0.6 1.0 -0.4
H -4.339210 0.597474 -0.929579 -3.0 0.7 -0.1
H -0.350377 1.156831 -2.160909 -0.1 -0.1 -0.6
H -1.323047 -1.393361 1.113229 0.1 -0.3 0.1
H -5.699613 -1.715953 1.714963 -1.4 -0.7 1.0
H -5.424311 -1.506342 -0.127823 -0.2 0.0 0.6
H -3.814174 -1.066443 2.194099 1.9 0.2 4.6
H 1.385814 3.594397 -1.288716 1.2 0.1 0.4
H 3.010588 3.859301 -0.388263 0.0 1.2 -0.1
H 2.890511 2.595742 -1.526105 -0.5 0.3 0.1
H 0.783714 2.296061 0.472417 1.0 0.1 0.4
H 2.446644 2.572928 1.247825 -0.8 0.5 0.3
H 2.750508 -0.688359 -1.145716 -0.3 0.6 0.2
H 1.777364 0.706518 -1.753792 0.0 -1.0 1.1
H 3.523552 -3.028517 2.318263 -0.8 1.0 -2.0
H 3.743520 -1.697243 1.266169 -0.5 -2.0 0.1
H 0.120927 -2.171409 0.741751 0.7 0.1 -0.5
H 1.901657 -2.191521 0.772563 -0.5 0.5 -0.5
H 3.245499 0.753666 0.885197 -2.3 -0.4 -2.2
H 3.700793 -3.320216 0.713133 0.1 0.4 -0.1
```
Positions in Å, forces in eV/Å.

## Properties
LUMO energy   -0.139 Eh
E_HOMO   -12.106 eV
Total charge   +1
Strongest force on any atom   4.938 eV/Å
E_tot   -17230.400 eV

Atom charges from the Löwdin analysis, given in e for atoms 1 to 6:
1 C -0.049
2 C 0.032
3 C -0.008
4 C -0.005
5 C -0.181
6 C -0.110



[2]
Density functional theory data (the ωB97M-V functional and the def2-TZVPD basis) for C12H20N4O6 in the gas phase at a distorted geometry.

Geometry as XYZ:
```
42
Properties=species:S:1:pos:R:3:forces:R:3
C -1.804406 -1.991100 -2.905531 -0.6 1.4 -0.9
N -0.763091 -1.031760 -2.468693 -4.2 2.1 2.4
C 0.510723 -1.217441 -2.541634 0.9 0.2 -0.6
O 0.979534 -2.016313 -3.304567 1.8 -1.7 -1.0
C 1.401086 -0.368021 -1.661686 0.0 2.3 -0.8
C 2.317839 0.632146 -2.503108 -0.2 -1.1 -1.0
C 3.381939 1.203712 -1.592224 -2.4 1.1 -0.9
N 4.670751 0.921488 -1.773904 -0.7 0.7 -0.3
O 3.022457 2.047260 -0.794723 0.0 0.5 0.7
N 0.678023 0.472374 -0.681354 0.9 -2.6 -1.0
C 0.188374 -0.115267 0.409587 -2.4 0.1 -0.4
O -0.100509 -1.307832 0.411664 0.7 0.1 0.6
C -0.278764 0.830771 1.521241 0.1 -1.3 0.7
C -1.766311 1.263192 1.559280 1.9 1.5 -2.4
C -2.842509 0.268731 1.140516 0.2 1.6 0.0
C -3.075081 0.367844 -0.353213 0.2 1.1 -1.0
O -2.475386 1.055905 -1.193484 -0.9 -1.3 2.0
O -4.138272 -0.358028 -0.754207 0.8 -0.4 3.1
N -0.127898 0.052651 2.736137 -2.2 -1.4 -1.7
C 0.719121 0.220062 3.692821 0.8 0.1 3.1
C 0.610989 -0.674377 4.934566 -0.6 0.3 -0.8
O 1.511195 1.117827 3.706796 1.9 1.9 -0.3
H -1.710125 -2.021833 -4.007064 -0.2 -0.5 0.5
H -2.862746 -1.565137 -2.707214 2.0 -0.7 0.0
H -1.705291 -3.001602 -2.471635 0.1 0.6 -0.1
H -1.026798 -0.214813 -1.853333 0.0 -1.6 -1.0
H 2.015197 -1.124783 -1.195195 0.4 0.0 0.6
H 1.777078 1.550691 -2.916641 0.3 -1.5 0.6
H 2.745892 0.053698 -3.375100 -0.5 0.6 0.9
H 4.801129 -0.010942 -2.024341 1.1 -1.6 -0.4
H 5.082531 1.359686 -0.994201 1.8 -0.1 0.9
H 0.838773 1.425992 -0.752510 0.6 1.9 0.3
H 0.395959 1.684134 1.523256 -0.1 0.1 0.4
H -1.799378 2.093347 0.803856 -0.4 -0.5 0.6
H -1.782990 1.763118 2.515494 -0.9 -0.3 0.4
H -3.739178 0.620123 1.660819 -0.3 -0.4 -0.4
H -2.684769 -0.764104 1.366917 0.2 -0.7 0.3
H -4.157294 -0.097170 -1.630612 -0.7 0.4 -3.5
H -0.739138 -0.746204 2.822721 0.0 0.0 -0.3
H 0.944115 -1.683459 4.581335 -1.1 0.4 1.0
H 1.345276 -0.266478 5.587434 0.8 0.0 0.5
H -0.358044 -0.428091 5.481736 0.8 -1.3 -1.0
```
Positions in Å, forces in eV/Å.

## Properties
LUMO energy   0.017 Eh
E_HOMO   -9.317 eV
Total charge   0
Strongest force on any atom   5.247 eV/Å
E_tot   -31014.731 eV

Atom charges from the Löwdin analysis, given in e for atoms 1 to 6:
1 C -0.026
2 N 0.035
3 C -0.564
4 O 0.073
5 C -0.153
6 C -0.026



[3]
Density functional theory data (the ωB97M-V functional and the def2-TZVPD basis) for a gas-phase ion, C12H20NO2 (charge +1).

Geometry as XYZ:
```
35
Properties=species:S:1:pos:R:3:forces:R:3
C -1.426964 1.855044 -3.134890 0.1 -0.4 0.1
C -1.467027 0.333443 -3.091990 -0.3 0.4 -0.5
O -1.022078 -0.188161 -1.840328 0.3 -0.2 0.3
C 0.328660 -0.283470 -1.567097 0.3 -0.1 0.2
C 1.345074 0.077308 -2.438668 -0.3 0.0 -0.1
C 2.668911 -0.059614 -2.053492 0.0 -0.1 0.1
C 2.992943 -0.542958 -0.799353 0.1 0.0 0.0
C 1.981430 -0.901521 0.074467 -0.1 0.0 -0.1
C 0.650551 -0.785217 -0.295469 -0.3 0.1 -0.1
C -0.446245 -1.219706 0.637993 0.6 -0.6 -0.1
N -1.475309 -0.142307 0.750395 -0.3 0.0 -0.2
C -1.000994 1.064579 1.467936 0.2 0.4 0.8
C -1.147972 0.911829 2.979279 0.0 0.0 0.0
O -0.378169 -0.184412 3.408460 0.0 0.1 -0.4
C -0.293065 -0.297842 4.815253 0.0 -0.1 0.2
H -0.417805 2.227529 -2.976332 0.1 0.1 0.0
H -1.772770 2.193795 -4.106447 0.0 0.1 -0.1
H -2.077438 2.278834 -2.372511 -0.1 0.0 0.0
H -2.497255 -0.021947 -3.178442 0.2 0.0 -0.1
H -0.885576 -0.103966 -3.906988 0.0 -0.1 0.1
H 1.124502 0.459201 -3.421503 -0.1 0.1 -0.1
H 3.447795 0.219580 -2.744977 0.1 0.0 -0.1
H 4.024149 -0.642170 -0.502975 0.1 0.0 0.0
H 2.221266 -1.285391 1.053946 0.0 0.0 0.1
H -0.049669 -1.433409 1.630607 -0.2 0.0 -0.2
H -0.941661 -2.109783 0.240676 -0.1 0.1 0.1
H -1.683613 0.077943 -0.251809 -0.1 0.0 0.4
H -2.312696 -0.505181 1.214382 0.1 0.0 -0.2
H 0.050264 1.211053 1.211977 -0.1 0.0 -0.1
H -1.576984 1.931896 1.142229 0.0 -0.1 -0.1
H -2.206963 0.765527 3.250872 0.1 0.1 0.0
H -0.804904 1.838467 3.460795 -0.1 0.0 -0.1
H 0.319055 -1.173652 5.014019 0.0 0.0 0.1
H -1.284077 -0.433442 5.259233 0.0 0.0 0.0
H 0.178527 0.587097 5.251727 0.0 0.0 0.0
```
Positions in Å, forces in eV/Å.

## Properties
LUMO energy   -0.097 Eh
E_HOMO   -12.125 eV
Total charge   +1
Strongest force on any atom   0.896 eV/Å
E_tot   -18347.066 eV

Atom charges from the Löwdin analysis, given in e for atoms 1 to 6:
1 C -0.051
2 C -0.211
3 O -0.104
4 C -0.201
5 C -0.002
6 C -0.049



[4]
Density functional theory data (the ωB97M-V functional and the def2-TZVPD basis) for a molecular structure, C12H20NS at a distorted geometry.

Geometry as XYZ:
```
34
Properties=species:S:1:pos:R:3:forces:R:3
C 0.529589 1.890275 3.892157 -5.8 -2.2 -1.4
H 1.127458 1.062589 3.509606 -0.1 0.1 0.1
H 1.049621 2.719582 4.126209 2.0 2.5 1.3
H -0.199830 1.535428 4.663150 1.5 0.1 0.1
C -0.630476 2.442797 2.780098 8.7 -0.6 -0.5
C 0.372080 3.188183 1.758754 -2.7 0.9 -2.5
C 1.578977 2.338782 1.231959 -6.5 4.8 -8.9
N 0.953037 1.178697 0.425906 6.3 -3.1 3.0
H 0.392448 0.753192 1.172895 -0.7 -0.4 -1.1
H 1.777543 0.423723 0.310313 -2.0 1.8 0.4
C 0.370665 1.279501 -0.884038 -7.5 -0.1 2.0
C -0.241997 -0.034925 -1.209592 -3.6 -6.2 1.9
C -1.578840 -0.768652 -0.476619 13.1 -2.3 -11.0
C -1.716710 -2.022057 -0.917276 -8.2 3.1 5.7
C -1.196609 -2.721993 -1.827066 7.9 -4.8 -5.4
C 0.130839 -2.264847 -2.285387 -4.2 -8.3 -4.8
C 0.388777 -1.080746 -1.961752 5.7 11.3 0.2
H 1.365808 -0.592409 -2.475326 -1.8 -1.2 0.9
H 0.594263 -2.827394 -3.288599 -0.8 1.6 3.4
S -1.597660 -4.406281 -2.070945 -2.6 0.6 1.2
C -0.699461 -4.978591 -3.399591 6.5 0.7 0.6
H -0.835308 -5.992777 -3.555831 -1.2 -1.9 -0.5
H -0.566488 -4.417189 -4.332574 -0.5 -0.1 0.4
H 0.553647 -5.174520 -2.944529 -3.2 1.0 -1.5
H -2.753040 -2.254756 -0.614887 0.4 -1.2 0.3
H -1.957082 -0.210975 0.092252 -6.7 7.2 8.4
H -0.742245 1.763686 -0.475209 3.2 0.2 -2.2
H 0.919367 1.646286 -1.711411 0.8 1.1 -0.1
H 2.054854 2.951808 0.326953 -0.7 -0.9 2.2
H 2.293074 2.111309 1.815792 4.7 -2.4 4.5
H 0.846762 4.146611 1.977923 -0.4 -0.1 1.1
H -0.423218 3.616383 0.855529 2.7 -1.5 1.8
H -0.918773 1.581295 2.270062 -1.8 -1.1 -0.5
H -1.241072 3.117986 3.221074 -2.4 1.5 1.1
```
Positions in Å, forces in eV/Å.

## Properties
LUMO energy   -0.121 Eh
E_HOMO   -10.853 eV
Total charge   +1
Strongest force on any atom   17.271 eV/Å
E_tot   -25077.287 eV

Atom charges from the Löwdin analysis, given in e for atoms 1 to 6:
1 C -0.040
2 H 0.062
3 H 0.023
4 H 0.089
5 C -0.120
6 C -0.191



Copy entry 2 word for word.
Density functional theory data (the ωB97M-V functional and the def2-TZVPD basis) for C12H20N4O6 in the gas phase at a distorted geometry.

Geometry as XYZ:
```
42
Properties=species:S:1:pos:R:3:forces:R:3
C -1.804406 -1.991100 -2.905531 -0.6 1.4 -0.9
N -0.763091 -1.031760 -2.468693 -4.2 2.1 2.4
C 0.510723 -1.217441 -2.541634 0.9 0.2 -0.6
O 0.979534 -2.016313 -3.304567 1.8 -1.7 -1.0
C 1.401086 -0.368021 -1.661686 0.0 2.3 -0.8
C 2.317839 0.632146 -2.503108 -0.2 -1.1 -1.0
C 3.381939 1.203712 -1.592224 -2.4 1.1 -0.9
N 4.670751 0.921488 -1.773904 -0.7 0.7 -0.3
O 3.022457 2.047260 -0.794723 0.0 0.5 0.7
N 0.678023 0.472374 -0.681354 0.9 -2.6 -1.0
C 0.188374 -0.115267 0.409587 -2.4 0.1 -0.4
O -0.100509 -1.307832 0.411664 0.7 0.1 0.6
C -0.278764 0.830771 1.521241 0.1 -1.3 0.7
C -1.766311 1.263192 1.559280 1.9 1.5 -2.4
C -2.842509 0.268731 1.140516 0.2 1.6 0.0
C -3.075081 0.367844 -0.353213 0.2 1.1 -1.0
O -2.475386 1.055905 -1.193484 -0.9 -1.3 2.0
O -4.138272 -0.358028 -0.754207 0.8 -0.4 3.1
N -0.127898 0.052651 2.736137 -2.2 -1.4 -1.7
C 0.719121 0.220062 3.692821 0.8 0.1 3.1
C 0.610989 -0.674377 4.934566 -0.6 0.3 -0.8
O 1.511195 1.117827 3.706796 1.9 1.9 -0.3
H -1.710125 -2.021833 -4.007064 -0.2 -0.5 0.5
H -2.862746 -1.565137 -2.707214 2.0 -0.7 0.0
H -1.705291 -3.001602 -2.471635 0.1 0.6 -0.1
H -1.026798 -0.214813 -1.853333 0.0 -1.6 -1.0
H 2.015197 -1.124783 -1.195195 0.4 0.0 0.6
H 1.777078 1.550691 -2.916641 0.3 -1.5 0.6
H 2.745892 0.053698 -3.375100 -0.5 0.6 0.9
H 4.801129 -0.010942 -2.024341 1.1 -1.6 -0.4
H 5.082531 1.359686 -0.994201 1.8 -0.1 0.9
H 0.838773 1.425992 -0.752510 0.6 1.9 0.3
H 0.395959 1.684134 1.523256 -0.1 0.1 0.4
H -1.799378 2.093347 0.803856 -0.4 -0.5 0.6
H -1.782990 1.763118 2.515494 -0.9 -0.3 0.4
H -3.739178 0.620123 1.660819 -0.3 -0.4 -0.4
H -2.684769 -0.764104 1.366917 0.2 -0.7 0.3
H -4.157294 -0.097170 -1.630612 -0.7 0.4 -3.5
H -0.739138 -0.746204 2.822721 0.0 0.0 -0.3
H 0.944115 -1.683459 4.581335 -1.1 0.4 1.0
H 1.345276 -0.266478 5.587434 0.8 0.0 0.5
H -0.358044 -0.428091 5.481736 0.8 -1.3 -1.0
```
Positions in Å, forces in eV/Å.

## Properties
LUMO energy   0.017 Eh
E_HOMO   -9.317 eV
Total charge   0
Strongest force on any atom   5.247 eV/Å
E_tot   -31014.731 eV

Atom charges from the Löwdin analysis, given in e for atoms 1 to 6:
1 C -0.026
2 N 0.035
3 C -0.564
4 O 0.073
5 C -0.153
6 C -0.026



Which formula does entry 1 have?
C12H20N3



Which value of E_tot does entry 1 give?
-17230.400 eV